# 1
The following is a quantum chemistry calculation of a cluster of 3 separate species, C3H12NO4 in total, from the Open Molecules 2025 dataset.

Results
Spin multiplicity ... 2
Gap between HOMO and LUMO (alpha / beta) ... 8.7 / 4.7 eV
LUMO energy (alpha / beta) ... -0.3643 / -0.5120 hartree
ΔE to the lowest compared entry with this formula, charge and spin ... 16.8 kJ/mol
Total charge ... +2
HOMO energy (alpha / beta) ... -0.6835 / -0.6830 Eh

```
20
Properties=species:S:1:pos:R:3:forces:R:3:mulliken_spin:R:1
O 1.3793 0.9456 0.5953 -0.05 0.11 -0.26 0.772
C 0.6067 1.4155 -0.1869 0.01 -1.11 0.83 -0.028
C -0.5338 0.5483 -0.7764 -0.96 -1.56 -1.02 0.147
C -1.8603 1.1249 -0.1974 0.98 -0.30 0.30 0.008
O -1.4075 1.9538 0.8634 -1.08 0.38 -0.31 0.014
N -0.4779 -0.9581 -0.4910 2.60 1.75 1.49 -0.006
H 0.7156 2.4620 -0.4811 -0.08 0.63 -0.30 0.088
H -0.4120 0.5602 -1.8659 -0.11 0.71 0.05 -0.003
H -2.3925 0.2819 0.2588 -0.32 0.08 -0.48 0.004
H -2.4172 1.6070 -1.0055 -0.09 0.17 0.32 0.004
H -2.2056 2.3624 1.2664 0.81 0.07 0.04 -0.003
H 0.4113 -1.3485 -0.8557 -0.52 -0.37 -0.84 0.001
H -0.3052 -1.1147 0.5288 -1.04 -0.60 0.20 -0.002
H -1.3309 -1.4431 -0.7662 0.08 -0.20 -0.25 0.001
H -1.5383 -2.3946 2.3432 -0.16 -0.16 0.35 0.000
H -0.1004 -2.9933 2.2425 -0.80 0.42 -0.34 0.000
O -0.7773 -2.4615 1.7637 1.07 -0.08 -0.03 0.001
H 3.3265 -1.4468 -0.9004 0.01 0.66 0.45 0.000
H 3.3133 -2.1592 -2.1207 -0.50 0.21 -0.86 0.000
O 2.8768 -1.3723 -1.7501 0.16 -0.79 0.66 0.002
```
Forces are in eV/Å.

# 2
The following is a quantum chemistry calculation of a structure of composition C43H42AlAsFN9O10P, from the Open Molecules 2025 dataset.

Results
Spin multiplicity ... 1
Gap between HOMO and LUMO ... 7.2 eV
LUMO energy ... -0.1111 hartree
ΔE to the lowest compared entry with this formula, charge and spin ... 0.0 kJ/mol
Total charge ... +1
HOMO energy ... -0.3740 Eh

```
108
Properties=species:S:1:pos:R:3:forces:R:3:mulliken_charge:R:1
Al 1.8166 2.0894 -1.1222 0.01 0.35 0.06 -1.284
C 3.5085 0.9137 3.8555 0.01 -0.03 -0.01 -1.045
N 2.4896 0.8283 2.8168 -0.02 0.05 0.01 0.194
C 1.1543 0.3305 3.1540 0.03 -0.01 0.07 -0.489
C 2.6937 1.2750 1.5680 0.14 -0.06 0.06 0.760
N 1.8431 1.1692 0.6006 -0.11 0.19 -0.13 0.258
N 3.9275 1.8820 1.3353 -0.01 -0.02 0.06 -0.122
C 4.4722 2.1369 0.0961 0.04 -0.15 0.00 0.710
N 5.8006 2.3232 0.0768 0.03 0.09 -0.02 -0.408
N 3.7277 2.2155 -0.9589 -0.01 0.00 0.03 0.247
H 3.1420 0.4006 4.7381 0.00 0.00 0.00 0.230
H 3.7217 1.9474 4.1422 0.00 0.00 0.00 0.365
H 4.4297 0.4098 3.5559 0.01 0.00 -0.01 0.417
H 1.1391 0.0516 4.2026 -0.01 0.02 0.01 0.072
H 0.9049 -0.5490 2.5572 0.02 0.01 0.05 0.291
H 0.3999 1.1015 2.9831 0.01 0.00 -0.01 0.297
H 1.0206 0.6133 0.8249 0.01 -0.11 -0.06 -0.719
H 4.5448 1.9763 2.1229 0.00 0.00 0.00 0.234
H 6.3818 2.0999 0.8652 -0.01 -0.05 -0.01 0.183
H 6.2612 2.4521 -0.8105 0.00 -0.03 0.01 0.227
H 4.2558 2.3395 -1.8172 -0.04 0.04 -0.01 0.281
O -0.5273 0.5284 -3.5415 -0.07 -0.05 -0.02 -0.728
C 0.6053 0.4981 -3.1299 0.10 0.06 0.09 0.226
O 0.9328 0.7761 -1.8789 -0.04 -0.25 0.02 1.094
C 1.7625 0.2076 -4.0477 0.00 -0.03 -0.04 0.043
C 1.5171 0.0889 -5.4105 0.00 -0.06 0.01 -0.626
C 2.5901 -0.0361 -6.2699 -0.01 0.02 0.02 -0.322
C 3.9041 -0.0127 -5.8426 0.02 -0.01 0.01 -0.592
C 4.1067 0.1114 -4.4831 0.00 0.06 -0.01 -0.246
C 3.0652 0.1948 -3.5795 -0.05 0.03 -0.02 -0.195
N 5.4837 0.2286 -3.9763 -0.07 -0.15 0.06 0.953
O 5.6272 0.7291 -2.8651 0.01 0.07 0.02 -0.615
O 6.3835 -0.1700 -4.6688 0.03 0.06 -0.04 -0.594
N 2.3317 -0.1601 -7.7220 0.00 -0.02 0.02 1.042
O 3.2929 -0.1159 -8.4578 0.02 0.00 -0.02 -0.612
O 1.1805 -0.3037 -8.0656 -0.02 0.02 -0.02 -0.594
H 0.5040 0.1109 -5.7861 0.01 0.01 0.00 0.642
H 4.7241 -0.0738 -6.5426 -0.01 0.00 0.00 0.620
H 3.2774 0.2564 -2.5242 0.03 -0.01 -0.01 1.058
F -0.1816 8.5201 -1.8108 0.01 -0.01 0.01 -0.276
C 0.0650 7.2729 -1.4462 -0.02 -0.02 -0.02 0.172
C -0.2147 6.2442 -2.2490 -0.01 0.08 -0.01 0.033
N 0.0234 4.9255 -1.8761 0.08 0.00 0.01 0.328
C -0.2285 3.8577 -2.8599 -0.01 -0.05 0.00 -0.574
C 1.0789 3.3972 -3.5202 -0.10 0.01 0.10 0.688
O 1.1806 3.3207 -4.7153 0.04 0.05 -0.05 -0.626
O 2.0071 3.0967 -2.6467 0.15 -0.03 -0.04 -0.353
C 0.5946 4.6526 -0.6922 -0.21 -0.02 -0.09 0.184
O 0.8523 3.4848 -0.2900 0.12 -0.12 -0.03 -0.324
N 0.8685 5.6949 0.1206 0.00 0.03 0.05 -0.057
C 0.6554 7.0695 -0.1279 0.01 -0.06 0.01 0.213
O 0.9531 7.8981 0.6839 -0.01 0.03 -0.01 -0.574
H -0.6461 6.3948 -3.2280 0.01 -0.02 0.00 0.430
H -0.9169 4.2431 -3.6058 0.01 -0.03 0.00 0.487
H -0.6923 3.0058 -2.3565 -0.01 0.03 0.00 -0.498
H 1.2747 5.4735 1.0203 -0.02 -0.02 -0.02 0.219
C -1.6110 -2.3631 1.6945 -0.03 0.09 -0.05 0.232
C -1.0714 -3.7834 1.6735 -0.03 -0.02 -0.03 -1.687
As -1.8045 -4.9930 3.0620 -0.03 -0.02 -0.03 0.189
C -1.5122 -3.8354 4.6085 0.03 0.00 0.01 0.303
C -2.4239 -3.7768 5.6589 0.02 -0.01 0.01 -0.470
C -2.1483 -3.0294 6.7962 0.00 0.00 0.00 -0.485
C -0.9504 -2.3387 6.9054 0.01 0.01 0.01 -0.713
C -0.0244 -2.4083 5.8738 -0.02 -0.01 0.00 -0.399
C -0.3037 -3.1518 4.7360 -0.02 0.01 0.01 -0.389
C -3.6922 -4.6557 2.6842 0.01 -0.02 0.00 0.209
C -4.4004 -3.5194 3.0689 0.00 0.02 0.00 0.041
C -5.7180 -3.3434 2.6714 0.01 0.01 0.00 -0.717
C -6.3418 -4.2981 1.8795 0.00 -0.01 0.01 -0.489
C -5.6472 -5.4344 1.4942 -0.01 0.00 0.01 -0.610
C -4.3320 -5.6140 1.9017 0.00 0.01 0.02 -0.499
P -0.7033 -1.2701 0.5137 -0.08 -0.02 -0.04 0.208
C -1.7425 0.2434 0.5632 0.00 -0.02 -0.01 0.676
C -2.1739 0.7495 1.7920 0.00 0.00 0.00 -0.706
C -2.8514 1.9586 1.8696 0.00 0.00 0.00 -0.794
C -3.1146 2.6840 0.7166 0.02 0.00 0.00 -0.849
C -2.7000 2.1860 -0.5109 0.00 -0.01 0.01 -0.708
C -2.0148 0.9812 -0.5906 0.00 -0.07 -0.04 -0.161
C -1.1219 -2.0552 -1.0739 0.03 0.04 0.03 0.846
C -0.0946 -2.6786 -1.7764 0.07 0.06 -0.02 -0.479
C -0.3556 -3.3521 -2.9618 0.00 0.01 -0.03 -0.651
C -1.6496 -3.3977 -3.4566 0.00 0.00 0.00 -0.509
C -2.6823 -2.7834 -2.7590 -0.01 -0.01 0.00 -0.879
C -2.4218 -2.1212 -1.5703 -0.04 -0.01 -0.02 -0.314
H -1.5038 -1.9335 2.6940 -0.02 0.00 0.00 0.339
H -2.6733 -2.3500 1.4414 0.01 -0.01 0.03 0.400
H 0.0178 -3.8054 1.7664 0.00 0.00 0.01 0.515
H -1.3104 -4.2677 0.7235 0.04 0.00 0.01 0.556
H -3.3589 -4.3206 5.5944 0.00 0.01 0.00 0.482
H -2.8689 -2.9941 7.6027 -0.01 0.00 0.00 0.406
H -0.7335 -1.7637 7.7959 0.00 0.00 0.01 0.402
H 0.9272 -1.8980 5.9660 0.02 0.00 0.01 0.523
H 0.4361 -3.2095 3.9445 0.01 0.01 0.00 0.302
H -3.9259 -2.7633 3.6827 0.00 0.00 0.00 0.415
H -6.2587 -2.4576 2.9795 0.00 0.01 0.00 0.406
H -7.3699 -4.1600 1.5721 -0.01 0.00 0.00 0.411
H -6.1313 -6.1876 0.8866 0.00 0.00 -0.01 0.423
H -3.7993 -6.5126 1.6107 -0.01 0.00 -0.01 0.365
H -2.0002 0.1906 2.7045 0.00 0.00 0.01 0.405
H -3.1916 2.3233 2.8303 0.00 0.00 0.01 0.500
H -3.6588 3.6175 0.7734 -0.01 0.01 0.00 0.444
H -2.9347 2.7268 -1.4205 -0.02 0.00 -0.01 0.523
H -1.7078 0.6027 -1.5581 -0.01 0.05 0.02 0.183
H 0.9182 -2.6329 -1.3898 -0.01 0.00 -0.01 0.355
H 0.4493 -3.8373 -3.4993 0.00 0.00 0.01 0.452
H -1.8569 -3.9130 -4.3851 0.00 0.00 0.00 0.413
H -3.6930 -2.8234 -3.1426 -0.01 0.00 -0.01 0.442
H -3.2344 -1.6467 -1.0316 0.00 0.00 0.00 0.409
```
Forces are in eV/Å.

# 3
The following is a quantum chemistry calculation of a cluster of 2 separate species, C3H4ClNO2S in total, from the Open Molecules 2025 dataset.

Results
Spin multiplicity ... 1
Gap between HOMO and LUMO ... 8.4 eV
LUMO energy ... -0.0367 hartree
ΔE to the lowest compared entry with this formula, charge and spin ... 103.8 kJ/mol
HOMO energy ... -0.3444 Eh

```
12
Properties=species:S:1:pos:R:3:forces:R:3:mulliken_charge:R:1
C -0.9866 -0.5616 -1.4347 -3.53 -1.19 1.71 -0.343
C 0.7202 1.4999 -0.5109 -0.14 1.78 -2.15 0.631
C 0.7007 0.2300 1.6133 2.84 -1.68 0.25 -0.660
N 0.6059 1.2732 0.6394 -0.19 -0.81 1.13 -0.238
O 0.7449 1.9503 -1.6098 0.29 -0.85 0.89 -0.503
O -0.3608 -2.5351 -0.0129 0.41 -1.14 0.82 -0.499
S -1.5197 -1.6997 -0.3027 1.43 2.34 -2.44 0.345
Cl -2.1328 0.5495 -2.0483 -0.27 0.14 0.05 -0.104
H -0.0797 -0.4806 -1.9402 1.69 -0.40 -0.31 0.545
H 1.0163 -0.8219 1.1604 -0.46 2.31 0.72 0.272
H 1.5379 0.5669 2.3588 -1.83 -0.88 -1.06 0.274
H -0.2464 0.0291 2.0875 -0.24 0.38 0.38 0.280
```
Forces are in eV/Å.

# 4
The following is a quantum chemistry calculation of a cluster of 2 separate species, C4H12N2 in total, from the Open Molecules 2025 dataset.

Results
SMILES ... CN(C)C.C=N
Spin multiplicity ... 1
Gap between HOMO and LUMO ... 9.8 eV
LUMO energy ... 0.0384 hartree
ΔE to the lowest compared entry with this formula, charge and spin ... 194.7 kJ/mol
HOMO energy ... -0.3208 Eh

```
18
Properties=species:S:1:pos:R:3:forces:R:3:mulliken_charge:R:1
C 1.5712 1.2928 0.0175 0.29 0.42 0.82 -0.972
N 1.5224 -0.1553 -0.0364 -0.89 -0.38 -0.27 -0.153
C 0.1163 -0.5745 0.0300 0.50 0.44 0.17 -1.087
C 2.0889 -0.6406 -1.2842 0.63 0.31 -0.16 -0.927
H 0.9861 1.6702 0.8612 -0.11 -0.28 0.00 0.332
H 1.1788 1.8170 -0.8685 0.17 -0.23 -0.19 0.337
H 2.5834 1.6268 0.2562 0.11 0.00 -0.48 0.320
H 0.0278 -1.6551 0.1549 0.05 0.05 -0.13 0.346
H -0.3343 -0.0853 0.8916 -0.10 -0.13 0.02 0.436
H -0.4142 -0.2425 -0.8769 -0.20 -0.15 0.01 0.398
H 1.8469 -1.6800 -1.4958 -0.15 -0.08 0.31 0.303
H 3.1820 -0.5707 -1.2583 -0.13 0.10 -0.03 0.307
H 1.7288 -0.0432 -2.1370 -0.01 -0.04 -0.08 0.344
C -3.0559 -0.2741 0.7967 0.50 0.21 0.89 -0.328
N -3.1748 -0.2146 2.0582 -0.99 -1.19 -0.22 -0.463
H -2.4368 -1.0874 0.4281 0.28 0.34 -0.39 0.300
H -3.4316 0.4857 0.1120 -0.54 -0.35 -0.26 0.263
H -3.9851 0.3308 2.3508 0.60 0.97 -0.02 0.242
```
Forces are in eV/Å.